The following is a quantum chemistry calculation of a molecular structure, C33H36N3S3Se2Sm, from the OMol25 dataset.

XYZ file:
```
78
Properties=species:S:1:pos:R:3:forces:R:3
Sm -0.420 0.143 0.299 2.088 2.368 0.594
C 1.249 0.422 3.420 0.922 2.085 -1.159
N 2.223 0.107 2.286 -1.978 -1.980 1.364
C 2.688 -1.281 2.412 0.711 0.989 0.311
C 1.506 -2.210 2.331 1.203 -0.392 -1.717
N 1.038 -2.289 0.902 -1.540 0.114 0.607
C -0.219 -3.099 0.802 0.196 0.997 -0.171
C 1.980 -2.627 -0.108 2.048 0.521 -1.568
C 2.536 -3.890 -0.214 -0.775 -0.448 0.037
C 3.284 -4.338 -1.297 0.158 -0.764 -0.246
C 3.641 -3.451 -2.279 -0.903 1.274 -0.688
C 3.212 -2.107 -2.157 0.714 -1.376 0.345
C 2.438 -1.659 -1.087 -0.851 -0.016 0.769
S 2.064 0.060 -0.996 -0.664 -0.639 -0.144
C 3.064 1.025 1.712 0.810 2.508 -1.197
C 4.448 0.831 1.447 -1.087 -0.594 1.445
C 5.198 1.848 0.913 1.681 0.236 -1.350
C 4.626 2.990 0.378 0.225 -0.164 0.258
C 3.244 3.107 0.476 1.450 0.845 -0.093
C 2.462 2.236 1.167 0.809 -1.902 1.079
S 0.768 2.591 1.207 -1.158 -0.947 -0.182
H 1.625 0.000 4.333 0.086 -0.600 0.552
H 0.203 0.116 3.221 0.483 -0.185 0.004
H 1.148 1.529 3.599 0.391 -1.134 -0.483
H 3.367 -1.367 3.296 -0.903 -0.367 0.082
H 3.379 -1.575 1.622 -0.186 0.437 -0.455
H 0.707 -1.891 2.939 -1.096 0.332 0.606
H 1.799 -3.185 2.661 0.224 -0.940 0.293
H -0.229 -4.052 1.355 0.219 0.158 -0.174
H -0.468 -3.274 -0.267 0.244 0.023 0.658
H -0.997 -2.445 1.241 -0.142 -0.589 0.009
H 2.247 -4.636 0.497 -0.203 -0.369 0.540
H 3.477 -5.410 -1.443 0.093 0.521 0.405
H 4.076 -3.769 -3.236 0.166 0.084 0.645
H 3.556 -1.403 -2.884 -0.082 0.461 -0.341
H 5.032 -0.060 1.728 -0.771 0.256 0.069
H 6.288 1.648 0.770 -0.955 0.339 0.220
H 5.248 3.766 -0.085 -0.385 -0.389 0.104
H 2.768 3.945 0.030 -0.393 0.653 -0.334
C -2.593 -0.927 4.608 -0.360 1.821 -1.125
Se -2.666 -0.300 2.684 -0.500 -0.047 -0.078
C -4.401 -0.968 1.781 1.457 0.642 0.317
C -4.013 -1.820 0.592 0.870 -1.290 1.032
Se -2.927 -1.111 -0.844 -1.337 1.464 -0.460
C -4.258 0.341 -1.510 1.144 -0.561 -0.972
H -1.521 -1.005 4.803 -0.296 0.212 0.223
H -3.033 -1.875 4.563 -0.627 -1.394 0.466
H -3.168 -0.184 5.221 0.844 -0.880 -0.471
H -4.933 -0.085 1.451 -0.144 0.252 0.384
H -4.921 -1.504 2.575 -0.179 -0.071 -0.314
H -4.837 -2.244 0.055 -0.796 -0.248 0.100
H -3.406 -2.649 1.020 -0.389 0.249 -0.628
H -4.845 0.804 -0.692 0.892 -0.082 -0.469
H -4.934 -0.172 -2.215 0.277 0.067 0.476
H -3.597 1.019 -2.145 -1.038 -0.605 1.319
S -1.226 3.253 -3.527 -0.483 -1.068 1.182
C -0.615 1.801 -4.216 0.307 -2.096 -0.372
C -0.369 1.546 -5.569 0.799 -0.985 -0.074
C 0.255 0.347 -5.998 -1.009 0.281 1.524
C 0.430 -0.688 -5.058 0.383 0.513 0.572
C 0.067 -0.484 -3.696 0.238 -0.086 -0.662
C -0.436 0.742 -3.235 0.624 1.598 -0.862
N -0.731 1.169 -1.901 -2.173 1.523 -2.437
C -1.370 2.373 -1.993 1.343 -1.043 0.882
C -2.067 2.951 -0.845 -1.580 1.384 -1.152
C -3.067 3.940 -1.003 1.359 0.324 -2.791
C -3.704 4.444 0.079 -0.775 -0.282 1.165
C -3.562 3.920 1.378 1.607 -1.452 -0.713
C -2.607 2.846 1.514 -1.993 2.355 0.551
C -1.927 2.437 0.401 1.933 -4.106 0.780
H -0.642 2.220 -6.356 0.019 0.695 0.015
H 0.509 0.254 -7.045 0.017 -0.201 0.057
H 0.968 -1.623 -5.335 -0.728 0.761 0.254
H 0.244 -1.302 -3.009 0.020 0.093 0.124
H -3.323 4.361 -2.040 0.411 -0.577 1.571
H -4.408 5.196 -0.145 -0.879 0.868 0.204
H -4.199 4.272 2.177 0.157 0.083 0.146
H -2.424 2.358 2.482 -0.267 0.484 -0.456
```
Forces are in eV/Å.

Properties
- orbital gap (spin up / spin down) (eV) = 5.82 / 5.81
- ΔE to the lowest compared entry with this formula, charge and spin (kcal/mol) = 38.6
- spin multiplicity = 6
- F_max (hartree/bohr) = 0.0895
- charge = 0

Atomic partial charges in e from the Mulliken method, atoms 1 to 8: atom 1 (Sm): -0.219, atom 2 (C): -1.418, atom 3 (N): 1.052, atom 4 (C): -1.215, atom 5 (C): -1.414, atom 6 (N): 1.537, atom 7 (C): -0.835, atom 8 (C): -0.974


The following is a quantum chemistry calculation of a molecular structure, C33H36N7O2Se2Ta, from the OMol25 dataset.

XYZ file:
```
81
Properties=species:S:1:pos:R:3:forces:R:3
Ta 0.569 0.465 -0.023 0.434 0.460 -0.246
C -1.500 -1.690 -1.378 0.070 -0.026 0.068
N -0.274 -1.844 -0.499 -0.339 -0.125 -0.162
C -0.680 -2.744 0.628 0.116 0.000 -0.017
C 0.709 -2.543 -1.346 -0.023 0.115 0.040
C 0.636 -3.870 -1.729 0.032 -0.052 -0.060
C 1.550 -4.345 -2.665 -0.004 0.027 0.013
C 2.503 -3.502 -3.227 -0.014 0.011 0.023
C 2.586 -2.175 -2.835 0.045 -0.027 0.007
C 1.690 -1.721 -1.873 -0.013 -0.055 -0.075
N 1.653 -0.429 -1.328 -0.053 0.080 0.105
C 2.631 0.569 -1.657 -0.072 -0.225 0.124
C 4.010 0.357 -1.577 0.004 -0.047 0.076
C 4.860 1.357 -2.005 0.039 -0.087 0.048
C 4.343 2.558 -2.484 -0.071 0.105 -0.033
C 2.974 2.795 -2.512 0.114 0.036 0.087
C 2.119 1.788 -2.094 -0.208 0.063 0.055
N 0.668 1.899 -1.956 0.112 -0.083 -0.391
C -0.024 1.181 -3.097 0.041 0.014 0.050
C 0.240 3.322 -2.110 -0.024 0.013 -0.013
H -1.721 -2.652 -1.840 -0.004 0.000 -0.006
H -1.312 -0.974 -2.178 -0.001 -0.004 0.045
H -2.361 -1.414 -0.777 -0.019 0.038 0.003
H -1.047 -3.686 0.227 0.033 0.006 0.008
H -1.498 -2.309 1.186 -0.050 0.002 0.026
H 0.175 -2.941 1.273 -0.016 0.009 0.009
H -0.116 -4.547 -1.349 -0.012 0.015 0.006
H 1.499 -5.380 -2.973 0.004 -0.018 -0.007
H 3.187 -3.884 -3.973 0.008 -0.002 -0.010
H 3.331 -1.522 -3.268 -0.018 -0.001 0.006
H 4.400 -0.590 -1.226 -0.002 -0.008 -0.006
H 5.930 1.203 -1.979 0.019 -0.009 -0.003
H 5.017 3.329 -2.833 0.007 0.014 -0.005
H 2.619 3.755 -2.856 -0.034 -0.022 -0.013
H 0.168 1.729 -4.019 -0.008 -0.001 0.002
H -1.099 1.183 -2.913 0.002 0.001 0.005
H 0.354 0.171 -3.214 -0.031 0.006 0.010
H 0.488 3.651 -3.118 0.005 0.015 0.021
H 0.747 3.976 -1.405 -0.019 0.000 0.001
H -0.834 3.389 -1.993 -0.028 0.033 0.010
Se 1.480 2.892 0.897 -0.011 -0.065 0.097
Se 1.833 2.214 3.110 -0.028 -0.075 -0.092
C 2.516 0.505 2.588 0.055 0.082 0.097
C 3.435 -0.036 3.471 -0.020 0.059 0.003
C 3.915 -1.320 3.267 0.037 -0.044 0.013
C 3.479 -2.020 2.149 -0.013 -0.004 -0.015
C 2.598 -1.414 1.287 -0.028 -0.035 0.032
N 2.085 -0.166 1.488 -0.134 0.103 -0.238
C -0.400 3.317 0.862 0.049 0.002 0.048
C -0.871 4.532 1.303 -0.026 0.009 0.012
C -2.217 4.819 1.073 -0.005 -0.029 -0.016
C -2.982 3.894 0.383 0.050 -0.007 0.007
C -2.402 2.703 -0.030 -0.056 0.002 -0.028
N -1.122 2.388 0.224 0.040 -0.050 -0.008
H 3.784 0.554 4.310 -0.003 -0.007 0.006
H 4.629 -1.752 3.957 0.002 -0.008 -0.004
H 3.833 -3.018 1.930 0.010 -0.008 0.008
H 2.279 -1.940 0.399 0.006 0.012 0.042
H -0.220 5.242 1.795 0.004 0.003 0.007
H -2.642 5.756 1.409 -0.002 0.001 0.002
H -4.025 4.072 0.162 -0.004 0.004 -0.007
H -3.009 1.992 -0.573 0.010 -0.009 -0.011
O -4.315 -2.717 0.734 0.028 -0.027 -0.110
C -5.193 -2.271 1.752 -0.012 0.008 0.095
N -5.541 -0.874 1.571 -0.107 0.030 0.153
C -4.626 0.106 1.533 0.167 -0.201 -0.334
O -4.767 1.191 1.001 -0.057 0.132 0.064
C -3.249 -0.187 2.102 -0.064 0.031 0.161
C -2.954 -0.518 3.420 0.029 0.000 -0.081
C -1.619 -0.639 3.783 0.017 -0.008 -0.016
C -0.630 -0.408 2.849 -0.050 -0.004 0.061
N -0.903 -0.027 1.580 -0.082 -0.098 0.145
C -2.205 0.053 1.240 0.184 -0.021 0.041
H -4.827 -3.148 0.039 -0.001 -0.020 0.015
H -4.673 -2.412 2.697 -0.023 0.008 0.003
H -6.115 -2.846 1.787 0.012 0.010 -0.016
H -6.434 -0.642 1.152 0.003 0.000 0.011
H -3.742 -0.672 4.147 -0.009 -0.014 0.016
H -1.338 -0.914 4.790 -0.001 -0.006 0.012
H 0.402 -0.538 3.125 0.019 0.019 0.002
H -2.436 0.337 0.228 -0.009 -0.047 0.018
```
Forces are in eV/Å.

Properties
- orbital gap (eV) = 6.13
- ΔE to the lowest compared entry with this formula, charge and spin (kcal/mol) = 9.6
- F_max (hartree/bohr) = 0.0132
- charge = +4

Atomic partial charges in e from the Mulliken method, atoms 1 to 8: atom 1 (Ta): 0.318, atom 2 (C): -0.614, atom 3 (N): 0.939, atom 4 (C): -0.894, atom 5 (C): -0.144, atom 6 (C): -0.869, atom 7 (C): -1.011, atom 8 (C): -1.065


The following is a quantum chemistry calculation of a molecular structure, C33H37AsCaN4STe, from the OMol25 dataset.

XYZ file:
```
78
Properties=species:S:1:pos:R:3:forces:R:3
Ca -0.285 -0.568 -0.183 -0.318 1.282 -1.619
C -3.289 1.173 -0.878 0.222 -0.052 0.078
C -2.247 1.538 -1.935 -0.024 -0.037 0.164
N -0.903 1.608 -1.378 0.313 0.211 -0.086
C -0.483 2.872 -0.791 -0.133 -0.201 0.116
C -1.086 3.159 0.588 0.020 -0.092 -0.052
S -0.963 1.784 1.785 -0.129 -0.063 0.044
C -2.706 1.359 2.108 0.058 -0.031 -0.074
C -3.261 0.131 1.370 0.131 0.214 -0.197
N -2.828 0.059 -0.030 -0.043 -0.106 0.244
H -3.486 2.029 -0.236 -0.023 0.011 0.047
H -4.231 0.933 -1.370 -0.143 -0.018 -0.057
H -2.219 0.759 -2.696 0.013 -0.079 -0.057
H -2.540 2.480 -2.416 -0.029 0.013 -0.030
H -0.251 1.322 -2.113 -0.049 -0.057 0.030
H 0.603 2.839 -0.697 0.081 -0.016 0.017
H -0.728 3.727 -1.432 -0.009 0.105 -0.077
H -0.553 3.998 1.029 0.011 0.080 0.024
H -2.135 3.444 0.526 0.009 -0.006 -0.016
H -2.782 1.176 3.180 -0.015 0.019 0.021
H -3.293 2.253 1.906 -0.034 0.009 0.002
H -2.910 -0.768 1.875 0.034 -0.069 0.003
H -4.351 0.151 1.479 -0.087 0.008 -0.017
H -3.134 -0.818 -0.438 -0.101 -0.020 -0.040
N 1.461 -0.386 1.469 0.339 -0.473 0.436
C 1.089 -1.058 2.674 -0.116 -0.146 -0.298
C 1.728 -0.835 3.852 -0.074 -0.069 0.625
C 1.370 -1.550 5.025 0.268 0.320 -0.169
C 0.388 -2.488 4.992 -0.207 -0.174 -0.058
C -0.308 -2.736 3.782 0.113 0.101 -0.049
C -1.348 -3.683 3.676 0.112 -0.077 0.442
C -1.969 -3.879 2.489 -0.205 -0.021 -0.513
C -1.570 -3.099 1.380 -0.499 -0.587 -0.038
N -0.635 -2.200 1.433 0.579 -0.174 0.910
C 0.031 -2.016 2.617 0.087 0.130 0.184
H 1.999 0.447 1.675 0.020 0.156 -0.061
H 2.101 -0.999 0.953 0.060 0.021 0.027
H 2.523 -0.101 3.880 0.059 -0.027 0.057
H 1.900 -1.359 5.948 0.024 0.040 -0.031
H 0.130 -3.056 5.878 -0.019 0.035 -0.056
H -1.636 -4.257 4.551 0.035 0.041 -0.017
H -2.760 -4.607 2.381 -0.003 0.000 -0.059
H -2.040 -3.233 0.411 -0.087 -0.055 -0.027
Te 0.083 -1.496 -2.961 -0.457 -0.432 -0.048
C 4.970 -0.020 -5.663 -0.026 -0.013 0.081
C 4.117 1.017 -5.308 0.009 -0.031 -0.027
C 3.355 0.927 -4.153 0.008 -0.057 -0.069
C 3.445 -0.187 -3.324 -0.051 0.092 -0.057
C 4.262 -1.245 -3.710 0.003 0.066 -0.124
C 5.023 -1.159 -4.871 -0.068 0.050 0.031
As 2.432 -0.199 -1.654 0.594 0.271 0.402
C 3.686 1.240 -0.640 -0.099 0.017 0.248
C 3.413 2.541 -1.090 0.124 -0.050 0.101
C 3.751 3.681 -0.369 0.000 -0.093 0.008
C 4.341 3.565 0.887 -0.047 -0.028 -0.093
C 4.611 2.298 1.379 -0.021 -0.158 -0.122
C 4.304 1.162 0.620 -0.100 0.132 -0.133
C 3.241 -1.826 -0.842 0.165 0.014 -0.005
C 2.454 -2.927 -0.510 0.047 -0.055 0.201
C 2.998 -4.029 0.150 0.002 0.102 -0.057
C 4.349 -4.059 0.468 -0.032 0.071 -0.071
C 5.158 -2.988 0.101 -0.143 0.053 -0.050
C 4.609 -1.889 -0.550 -0.134 -0.116 0.068
H 5.578 0.054 -6.557 -0.043 -0.019 0.007
H 4.034 1.894 -5.939 0.012 -0.023 0.021
H 2.661 1.722 -3.920 -0.011 0.055 0.024
H 4.290 -2.155 -3.128 0.031 0.007 0.035
H 5.654 -1.993 -5.157 -0.014 0.025 0.008
H 2.905 2.671 -2.039 -0.016 0.049 -0.057
H 3.546 4.663 -0.781 -0.019 -0.029 0.005
H 4.587 4.447 1.467 -0.002 -0.028 -0.033
H 5.078 2.187 2.353 -0.009 -0.029 -0.054
H 4.565 0.201 1.042 0.012 -0.197 0.031
H 1.410 -2.933 -0.809 -0.031 -0.039 -0.055
H 2.363 -4.875 0.388 0.004 0.024 0.005
H 4.775 -4.920 0.970 -0.018 0.043 -0.011
H 6.220 -3.011 0.315 0.003 0.003 -0.017
H 5.253 -1.082 -0.864 0.087 0.175 0.033
```
Forces are in eV/Å.

Properties
- orbital gap (eV) = 4.07
- ΔE to the lowest compared entry with this formula, charge and spin (kcal/mol) = 4.3
- F_max (hartree/bohr) = 0.0406
- charge = 0

Atomic partial charges in e from the Mulliken method, atoms 1 to 8: atom 1 (Ca): 0.990, atom 2 (C): -0.875, atom 3 (C): -0.888, atom 4 (N): 0.291, atom 5 (C): -0.441, atom 6 (C): -0.893, atom 7 (S): 0.012, atom 8 (C): -0.922